[1]
# C30H90O30

A 15-piece molecular cluster, C30H90O30 overall at a distorted geometry (the ωB97M-V functional and the def2-TZVPD basis, OMol25).

HOMO level in eV: -9.45
Energy above the lowest of the compared OMol25 structures with the same formula, charge and spin in eV: 1.324
Gap between HOMO and LUMO in eV: 9.8886
Energy in eV: -93987.7911
Strongest force on any atom in eV Å⁻¹: 4.36

```
! RIJCOSX wB97M-V def2-TZVPD def2/J DEFGRID3
* xyz 0 1
C -1.009 1.136 -4.401
C -1.679 2.499 -4.254
O -2.758 2.569 -3.255
O -1.929 0.243 -4.962
H -0.716 0.744 -3.430
H -0.135 1.276 -5.042
H -2.166 2.679 -5.210
H -0.897 3.189 -3.971
H -2.327 2.710 -2.351
H -1.713 -0.072 -5.874
C 5.050 3.302 1.555
C 5.357 2.273 2.578
O 4.241 1.523 2.999
O 4.660 2.799 0.275
H 5.870 3.968 1.404
H 4.214 3.936 1.908
H 5.688 2.849 3.471
H 6.161 1.639 2.097
H 4.221 0.733 2.465
H 4.208 3.550 -0.155
C 0.037 -2.643 -3.851
C 1.536 -2.597 -3.995
O 2.094 -3.788 -3.567
O -0.364 -2.814 -2.454
H -0.348 -3.479 -4.440
H -0.517 -1.745 -4.267
H 1.951 -1.784 -3.444
H 1.805 -2.465 -5.040
H 2.823 -3.579 -2.983
H 0.093 -2.094 -1.943
C -0.670 5.160 1.799
C 0.589 5.296 0.930
O 0.225 4.915 -0.476
O -1.112 3.792 1.911
H -1.490 5.724 1.342
H -0.544 5.600 2.751
H 1.293 4.610 1.322
H 1.098 6.298 1.023
H -0.317 4.104 -0.449
H -0.435 3.407 2.433
C 0.342 1.919 4.832
C 1.105 3.144 4.330
O 1.496 2.845 3.004
O 1.202 0.831 5.050
H -0.326 1.549 4.016
H -0.249 2.009 5.714
H 1.894 3.433 4.968
H 0.346 3.936 4.272
H 2.182 2.138 2.991
H 1.125 0.336 4.206
C 0.647 -3.197 3.343
C -0.311 -1.977 3.230
O 0.320 -0.733 3.016
O 1.413 -3.200 4.570
H 1.418 -3.062 2.503
H 0.088 -4.114 3.300
H -0.850 -1.857 4.141
H -1.004 -2.169 2.391
H 1.033 -0.734 2.301
H 1.063 -2.649 5.269
C -3.441 -0.663 -1.996
C -4.788 -0.476 -2.729
O -5.067 0.938 -2.935
O -3.105 -2.039 -1.885
H -3.554 -0.373 -0.911
H -2.561 -0.142 -2.367
H -5.537 -0.997 -2.123
H -4.801 -0.883 -3.764
H -4.361 1.391 -3.472
H -2.157 -2.145 -1.981
C 2.008 0.372 0.098
C 0.530 0.684 -0.069
O -0.317 -0.459 -0.456
O 2.308 -0.310 1.323
H 2.474 1.381 0.232
H 2.386 -0.131 -0.768
H 0.555 1.227 -1.035
H 0.065 1.296 0.740
H -1.066 -0.302 0.138
H 2.941 -1.059 1.257
C -4.520 3.828 -0.992
C -3.196 4.237 -0.455
O -2.049 3.385 -0.852
O -4.888 2.486 -0.512
H -4.473 3.869 -2.089
H -5.174 4.571 -0.543
H -3.307 4.180 0.616
H -2.994 5.244 -0.739
H -2.003 2.648 -0.194
H -5.146 2.072 -1.343
C 2.497 2.959 -2.801
C 3.085 4.377 -2.613
O 2.943 4.952 -1.278
O 1.106 2.861 -2.698
H 3.015 2.409 -2.027
H 2.834 2.631 -3.742
H 2.711 5.128 -3.320
H 4.117 4.356 -2.783
H 1.976 5.074 -1.185
H 0.790 3.484 -1.950
C -5.388 -2.857 0.980
C -6.193 -1.785 1.798
O -6.239 -0.619 1.025
O -3.994 -2.545 0.859
H -5.889 -2.902 -0.015
H -5.596 -3.780 1.472
H -5.723 -1.686 2.729
H -7.128 -2.355 1.980
H -6.362 0.116 1.658
H -3.775 -2.433 -0.099
C -0.699 -5.917 -0.389
C -1.208 -6.686 -1.562
O -1.781 -5.898 -2.627
O 0.427 -5.171 -0.799
H -0.352 -6.674 0.354
H -1.484 -5.294 0.061
H -1.878 -7.476 -1.264
H -0.344 -7.178 -1.909
H -2.498 -5.385 -2.304
H 0.109 -4.480 -1.408
C 4.063 -6.193 1.033
C 4.201 -5.920 -0.411
O 3.364 -4.878 -0.774
O 4.401 -5.006 1.637
H 4.509 -6.995 1.519
H 3.012 -6.369 1.313
H 3.987 -6.743 -1.084
H 5.203 -5.598 -0.660
H 2.428 -5.199 -0.654
H 4.241 -5.036 2.650
C 5.567 -0.667 -0.441
C 4.983 -2.057 -0.346
O 3.514 -1.997 -0.370
O 5.329 0.079 0.766
H 5.192 -0.160 -1.307
H 6.675 -0.561 -0.639
H 5.326 -2.532 0.609
H 5.297 -2.698 -1.175
H 3.235 -2.919 -0.583
H 4.989 0.981 0.574
C -3.115 1.097 2.251
C -4.193 1.960 2.913
O -5.449 1.836 2.239
O -2.808 1.465 0.905
H -3.554 0.046 2.285
H -2.166 1.140 2.857
H -3.903 2.987 3.069
H -4.302 1.481 3.973
H -5.312 2.105 1.312
H -3.572 1.383 0.307
*
```

[2]
# C5H8N2O2

C5H8N2O2 as an isolated structure at a distorted geometry (the ωB97M-V functional and the def2-TZVPD basis, OMol25).

HOMO level in eV: -8.61
Energy above the lowest of the compared OMol25 structures with the same formula, charge and spin in eV: 8.906
Gap between HOMO and LUMO in eV: 9.2837
Energy in eV: -12382.0294
Strongest force on any atom in eV Å⁻¹: 6.81

```
! RIJCOSX wB97M-V def2-TZVPD def2/J DEFGRID3
* xyz 0 1
C -0.476 -0.461 -0.078
C 0.135 0.707 0.659
C 1.500 0.285 0.372
C 0.163 -0.006 -1.394
C -0.451 1.472 -1.205
H -0.652 -1.959 2.389
H -2.272 -2.683 1.264
H 0.228 0.920 1.687
H 2.060 1.327 0.441
H 2.021 -0.424 1.118
H -0.441 -0.375 -2.206
H 0.448 2.011 -1.904
H -1.455 1.469 -1.656
N -1.091 -2.406 1.249
N -1.073 -1.541 0.054
O 1.652 -0.239 -0.970
O -0.297 1.903 0.181
*
```

[3]
# C2H3NOS

The molecule C2H3NOS at a distorted geometry (the ωB97M-V functional and the def2-TZVPD basis, OMol25).

HOMO level (spin up / spin down) in eV: -9.53 / -9.42
Energy above the lowest of the compared OMol25 structures with the same formula, charge and spin in eV: 5.636
Gap between HOMO and LUMO (spin up / spin down) in eV: 8.6608 / 8.2450
Energy in eV: -16489.5626
Strongest force on any atom in eV Å⁻¹: 4.16

```
! RIJCOSX wB97M-V def2-TZVPD def2/J DEFGRID3
* xyz 0 1
C -1.423 -0.662 -0.012
C -0.021 -0.395 -0.244
N -0.197 1.035 -0.415
O -3.351 1.017 0.104
S -3.088 -0.441 -0.040
H 0.532 -0.677 0.585
H 0.144 -0.975 -1.122
H -0.471 1.408 0.489
*
```

[4]
# Cl2HOP

The molecule Cl2HOP at a distorted geometry (the ωB97M-V functional and the def2-TZVPD basis, OMol25).

HOMO level in eV: -10.70
Structure (SMILES): OP(Cl)Cl
Energy above the lowest of the compared OMol25 structures with the same formula, charge and spin in eV: 0.214
Gap between HOMO and LUMO in eV: 10.4406
Energy in eV: -36398.8809
Strongest force on any atom in eV Å⁻¹: 3.38

```
! RIJCOSX wB97M-V def2-TZVPD def2/J DEFGRID3
* xyz 0 1
O 0.029 -1.084 0.715
P -0.914 -0.226 -0.327
Cl 0.824 0.179 -1.801
Cl -0.678 1.619 0.329
H 0.738 -0.487 1.085
*
```

[5]
# C8H18S2Si

The molecule C8H18S2Si at a distorted geometry (the ωB97M-V functional and the def2-TZVPD basis, OMol25).

HOMO level (spin up / spin down) in eV: -8.01 / -7.25
Energy above the lowest of the compared OMol25 structures with the same formula, charge and spin in eV: 2.028
Gap between HOMO and LUMO (spin up / spin down) in eV: 7.5140 / 6.1042
Energy in eV: -38133.1680
Strongest force on any atom in eV Å⁻¹: 4.23

```
! RIJCOSX wB97M-V def2-TZVPD def2/J DEFGRID3
* xyz 0 1
C 3.478 0.393 -0.334
C 2.763 -0.980 -0.483
C 3.080 1.115 0.926
C -0.113 -0.626 0.097
C -0.156 -1.535 1.298
C -2.636 -1.220 -1.324
C -1.529 1.822 -1.451
C -2.929 0.564 1.205
Si -1.821 0.292 -0.362
S 1.035 -0.851 -1.194
S 1.335 1.701 0.957
H 4.539 0.224 -0.453
H 3.143 1.086 -1.203
H 3.324 -1.502 -1.309
H 2.632 -1.458 0.529
H 3.298 0.318 1.851
H 3.759 1.879 1.345
H 0.207 -2.643 1.032
H -1.267 -1.626 1.618
H 0.338 -1.075 2.143
H -1.973 -1.427 -2.226
H -2.874 -2.084 -0.667
H -3.666 -0.926 -1.672
H -2.335 2.649 -1.352
H -0.672 2.466 -1.195
H -1.402 1.613 -2.574
H -2.340 1.051 2.009
H -3.896 1.035 0.995
H -3.324 -0.257 1.795
*
```